[1]
Below is a structure of composition C43H47AuO12P2, with properties calculated with the ωB97M-V functional and the def2-TZVPD basis.

Output
- energy above the lowest of the compared OMol25 structures with the same formula, charge and spin (kJ/mol) = 0.0
- max |F| (eV/A) = 2.27
- gap between HOMO and LUMO (alpha / beta) (eV) = 8.56 / 5.16
- multiplicity = 3
- lowest unoccupied orbital energy (alpha / beta) (eV) = 0.2494 / -3.2988

Geometry (Å):
Au 0.021 1.521 0.267
C 4.224 -0.978 -4.055
C 2.769 -0.749 -3.733
C 1.867 -1.324 -4.818
O 2.563 -1.315 -2.467
C 1.456 -0.617 -1.957
C 1.744 0.856 -2.322
O 2.466 0.685 -3.533
C 2.428 1.891 -1.328
O 2.012 1.579 0.030
C 1.995 3.302 -1.691
C 1.271 3.686 -2.834
C 0.851 5.022 -2.984
C 1.308 5.987 -2.099
C 2.063 5.625 -1.000
C 2.371 4.293 -0.790
C 3.958 1.775 -1.318
C 4.724 2.211 -2.410
C 6.097 2.041 -2.446
C 6.761 1.490 -1.356
C 6.046 1.088 -0.235
C 4.656 1.280 -0.212
C 0.955 -1.218 -0.601
O -0.206 -0.487 -0.239
C 0.364 -2.621 -0.848
C 1.198 -3.731 -0.967
C 0.675 -5.023 -0.892
C -0.695 -5.197 -0.835
C -1.550 -4.090 -0.682
C -1.011 -2.829 -0.718
C 1.968 -1.379 0.564
C 1.405 -1.467 1.827
C 2.166 -1.615 2.995
C 3.520 -1.827 2.872
C 4.122 -1.828 1.599
C 3.348 -1.586 0.477
H 4.429 -2.090 -3.961
H 4.833 -0.442 -3.315
H 4.392 -0.631 -5.088
H 2.056 -2.401 -4.991
H 2.086 -0.774 -5.729
H 0.788 -1.205 -4.646
H 0.537 -0.892 -2.546
H 0.825 1.367 -2.531
H 1.050 3.031 -3.653
H 0.152 5.275 -3.777
H 1.119 7.037 -2.314
H 2.416 6.376 -0.301
H 2.909 3.977 0.106
H 4.235 2.681 -3.269
H 6.638 2.431 -3.322
H 7.835 1.407 -1.333
H 6.594 0.676 0.591
H 4.159 1.050 0.730
H 2.275 -3.612 -1.090
H 1.399 -5.870 -0.895
H -1.152 -6.201 -0.985
H -2.627 -4.175 -0.602
H -1.663 -1.968 -0.632
H 0.308 -1.367 1.928
H 1.680 -1.541 3.983
H 4.120 -1.939 3.795
H 5.202 -2.026 1.542
H 3.770 -1.558 -0.548
C -2.582 3.648 4.450
C -1.780 2.923 3.391
O -1.318 1.641 3.952
P -0.259 3.841 2.823
O 0.540 4.138 4.127
O -0.840 5.259 2.418
O 0.499 3.112 1.733
P -2.713 2.775 1.805
O -4.048 1.977 2.232
O -2.950 4.156 1.259
O -1.993 1.796 0.823
H -1.984 3.657 5.368
H -3.496 3.050 4.714
H -2.894 4.705 4.216
H -1.818 0.917 3.528
H 1.455 3.832 4.120
H -1.642 5.137 1.821
H -4.720 2.604 2.518
C -7.317 -4.830 0.317
C -6.306 -3.789 0.728
C -5.698 -3.812 1.991
C -4.687 -2.895 2.357
C -4.117 -2.889 3.757
C -4.189 -1.947 1.407
C -3.105 -1.010 1.713
O -2.487 -0.881 2.769
C -4.900 -1.847 0.151
C -4.737 -0.727 -0.830
C -5.871 -2.790 -0.192
H -7.735 -5.337 1.198
H -6.875 -5.587 -0.360
H -8.170 -4.355 -0.200
H -6.014 -4.491 2.753
H -4.616 -3.712 4.301
H -4.325 -1.945 4.292
H -3.029 -3.041 3.667
H -2.953 -0.270 0.916
H -3.732 -0.609 -1.229
H -5.119 0.205 -0.399
H -5.435 -0.952 -1.626
H -6.317 -2.723 -1.184

Here are the Löwdin charges for atoms 1 to 2, given in e:
1 Au 1.231
2 C 0.023

[2]
Below is a structure of composition C43H47BaBr2N9O8STe, with properties calculated with the ωB97M-V functional and the def2-TZVPD basis.

Output
- energy above the lowest of the compared OMol25 structures with the same formula, charge and spin (kJ/mol) = 0.0
- max |F| (eV/A) = 2.45
- gap between HOMO and LUMO (eV) = 6.63
- lowest unoccupied orbital energy (eV) = 3.5787
- charge = -2

Geometry (Å):
Ba -0.297 -0.931 0.467
N 2.186 -2.389 1.895
N 3.303 -2.522 1.054
C 3.234 -2.184 -0.314
O 4.139 -2.574 -1.063
O 2.194 -1.569 -0.741
H 2.580 -2.496 2.789
H 1.494 -3.164 1.710
H 3.807 -3.439 1.160
C -1.255 7.265 1.690
C -0.880 5.828 2.011
C 0.093 5.043 1.470
C 0.184 3.684 1.892
C -0.616 3.187 2.903
C -1.511 4.054 3.525
C -1.670 5.334 3.048
S -0.954 1.346 3.146
O 0.324 0.681 2.926
O -1.540 1.302 4.465
N -1.769 0.967 1.905
C -3.209 1.245 1.702
C -3.682 0.796 0.300
O -4.727 1.300 -0.154
O -2.944 -0.046 -0.253
H -1.006 7.886 2.533
H -2.318 7.305 1.447
H -0.774 7.749 0.830
H 0.719 5.486 0.659
H 0.858 2.997 1.383
H -2.182 3.678 4.272
H -2.484 5.923 3.491
H -3.450 2.306 1.899
H -3.899 0.659 2.378
Br 1.530 -7.118 0.926
C 0.283 -6.157 2.005
C -0.103 -6.892 3.107
C -1.035 -6.464 4.006
Br -1.537 -7.588 5.474
C -1.533 -5.143 3.798
C -2.388 -4.477 4.715
C -2.855 -3.236 4.456
C -2.328 -2.546 3.335
N -1.522 -3.078 2.482
C -1.129 -4.377 2.659
C -0.227 -4.895 1.636
O 0.090 -4.256 0.609
H 0.378 -7.852 3.209
H -2.685 -5.010 5.601
H -3.472 -2.748 5.165
H -2.557 -1.502 3.155
N 0.202 1.528 -1.130
C -0.523 2.299 -1.593
N -1.353 3.240 -2.032
C -2.316 3.785 -1.050
C -3.756 3.711 -1.559
O -3.847 4.284 -2.897
C -3.070 3.518 -3.790
C -1.594 3.579 -3.445
H -2.017 4.827 -0.839
H -2.247 3.168 -0.133
H -4.411 4.335 -0.879
H -4.099 2.658 -1.581
H -3.276 3.900 -4.771
H -3.378 2.459 -3.765
H -1.238 4.605 -3.521
H -0.979 2.886 -4.022
Te 3.800 1.379 0.344
C 3.784 3.453 0.855
C 3.354 3.816 2.149
C 3.196 5.121 2.536
C 3.548 6.158 1.641
C 3.961 5.813 0.367
C 4.066 4.470 -0.034
C 4.048 1.354 -1.765
C 5.139 1.774 -2.431
C 5.234 1.579 -3.813
C 4.254 0.858 -4.485
C 3.123 0.452 -3.784
C 3.019 0.682 -2.447
H 2.944 2.986 2.726
H 2.825 5.344 3.527
H 3.394 7.163 1.977
H 4.073 6.601 -0.382
H 4.372 4.193 -1.023
H 5.882 2.294 -1.860
H 6.086 1.895 -4.395
H 4.400 0.636 -5.573
H 2.344 -0.130 -4.254
H 2.204 0.273 -1.889
C 1.159 -6.121 -2.992
C 1.907 -4.955 -2.343
N 1.171 -3.707 -2.735
C -0.202 -3.684 -2.437
N -0.788 -2.608 -2.118
C -2.242 -2.423 -2.121
C -2.984 -3.721 -2.384
C -2.185 -4.892 -1.892
N -0.903 -4.891 -2.634
C -0.218 -6.155 -2.418
H 1.675 -7.056 -2.729
H 1.112 -5.986 -4.065
H 2.899 -4.797 -2.686
H 1.862 -5.095 -1.267
H 1.626 -2.909 -2.266
H -2.488 -1.658 -2.903
H -2.575 -2.042 -1.162
H -3.202 -3.879 -3.444
H -3.978 -3.732 -1.919
H -2.652 -5.856 -2.117
H -1.963 -4.852 -0.836
H -0.891 -6.873 -2.911
H -0.144 -6.427 -1.361

Here are the Löwdin charges for atoms 1 to 2, given in e:
1 Ba 1.746
2 N -0.014